162
Properties=species:S:1:pos:R:3:mulliken_charge:R:1 method="wB97M-V/def2-TZVPD" homo_lumo_gap_ev=8.538 e_homo_ev=-22.592 charge=+6 de_lowest_ev=66.6958
B -0.232 -0.078 -0.030 1.201
H 0.106 -0.102 0.994 -0.466
H -0.262 0.966 -0.301 0.470
H 0.572 -0.519 -0.598 -0.985
H -1.211 -0.470 -0.258 0.345
C 2.757 -4.753 3.531 -1.109
C 1.738 -3.830 4.220 0.078
N 1.133 -2.909 3.302 -0.464
C 1.787 -2.168 2.304 -0.859
C 0.824 -1.475 1.611 0.509
N -0.406 -1.568 2.256 1.109
C -0.173 -2.477 3.285 -1.462
C -1.712 -1.037 1.855 -1.462
H 3.375 -5.193 4.314 0.605
H 3.494 -4.328 2.850 0.214
H 2.314 -5.527 2.904 0.533
H 2.285 -3.187 4.909 0.394
H 0.993 -4.433 4.740 0.544
H 2.856 -2.187 2.153 -0.326
H 1.019 -0.801 0.790 0.698
H -1.019 -2.880 3.821 0.679
H -1.749 -0.499 0.908 -0.850
H -1.859 -0.322 2.664 1.142
H -2.454 -1.825 1.982 0.978
C -0.379 -2.414 -0.484 0.231
C -1.848 -2.813 0.022 -0.103
N -2.749 -2.586 -1.161 0.423
C -3.059 -3.590 -2.094 -0.303
C -3.828 -3.016 -3.101 -0.712
N -3.937 -1.686 -2.831 0.193
C -3.320 -1.385 -1.638 -0.286
C -4.786 -0.763 -3.525 -0.832
H -0.049 -3.006 -1.337 0.858
H 0.364 -2.496 0.310 -0.567
H -0.354 -1.403 -0.891 1.141
H -2.152 -2.215 0.881 -1.057
H -1.888 -3.871 0.281 0.413
H -2.671 -4.588 -1.957 0.542
H -4.390 -3.488 -3.894 0.559
H -3.204 -0.416 -1.176 0.974
H -4.482 0.277 -3.407 0.694
H -5.831 -0.939 -3.268 0.478
H -4.682 -0.968 -4.590 0.486
C 2.652 2.469 -3.502 -0.957
C 2.133 0.991 -3.707 0.015
N 0.714 0.933 -3.314 0.267
C 0.242 0.546 -2.078 0.193
C -1.190 0.549 -2.095 0.091
N -1.574 0.862 -3.407 0.254
C -0.429 0.996 -4.113 -1.159
C -2.933 0.868 -3.857 0.031
H 2.768 2.618 -2.428 0.463
H 1.901 3.138 -3.922 0.283
H 3.589 2.758 -3.978 0.532
H 2.663 0.227 -3.138 -0.066
H 2.225 0.692 -4.751 0.570
H 0.948 0.311 -1.294 0.400
H -1.941 0.420 -1.330 -1.127
H -0.331 1.136 -5.179 0.718
H -3.333 1.882 -3.873 0.609
H -3.625 0.267 -3.267 -1.463
H -2.978 0.444 -4.860 0.779
C -0.742 3.162 1.000 -0.799
C -0.815 1.839 1.849 -0.005
N -2.125 1.216 1.731 0.662
C -2.619 0.409 0.709 0.534
C -3.907 -0.053 0.994 -0.932
N -4.115 0.434 2.296 0.347
C -3.025 1.138 2.724 -0.659
C -5.405 0.204 3.074 -0.701
H -1.665 3.724 1.143 0.363
H -0.746 2.799 -0.028 -1.533
H 0.138 3.794 1.114 0.349
H -0.656 2.298 2.825 0.999
H -0.121 1.028 1.629 -1.165
H -2.062 0.274 -0.206 -1.593
H -4.636 -0.537 0.361 0.804
H -2.816 1.595 3.680 0.566
H -6.184 -0.345 2.545 0.354
H -5.841 1.118 3.477 0.359
H -5.102 -0.384 3.941 0.379
C 1.443 2.543 -1.338 -0.323
C 0.214 3.421 -1.099 0.268
C -1.061 2.940 -1.788 -3.154
N -2.166 3.952 -1.756 1.159
C -2.693 4.113 -0.301 -1.833
C -1.824 5.401 -2.260 -0.781
C -3.120 6.013 -2.841 -0.822
C -3.677 4.819 -3.532 -0.501
C -3.358 3.526 -2.738 -0.312
H 1.475 2.227 -2.381 -0.040
H 1.339 1.681 -0.679 -0.327
H 2.345 3.085 -1.054 0.281
H 0.564 4.322 -1.603 1.009
H 0.141 3.630 -0.032 -0.427
H -1.412 1.976 -1.420 1.557
H -0.866 2.752 -2.844 1.314
H -1.921 4.608 0.288 0.535
H -2.932 3.078 -0.057 0.617
H -3.657 4.621 -0.294 0.808
H -1.300 5.917 -1.455 0.500
H -1.104 5.282 -3.069 0.464
H -3.791 6.473 -2.115 0.377
H -2.898 6.716 -3.644 0.380
H -4.756 4.969 -3.557 0.315
H -3.251 4.809 -4.535 0.408
H -4.245 3.265 -2.160 0.601
H -3.067 2.627 -3.281 -0.794
C 2.493 -0.996 -0.940 -0.802
C 2.365 -2.547 -0.875 0.004
C 3.194 -3.172 0.221 -0.235
N 2.869 -4.709 0.368 0.074
C 1.445 -4.944 0.867 -0.557
C 3.889 -5.382 1.295 -0.577
C 4.073 -6.849 0.865 -0.670
C 3.317 -6.993 -0.463 -0.858
C 3.058 -5.525 -0.900 -0.526
H 2.818 -0.512 -0.018 -0.269
H 1.508 -0.637 -1.238 -0.355
H 3.155 -0.645 -1.732 1.497
H 2.457 -2.990 -1.867 1.028
H 1.319 -2.685 -0.604 -1.009
H 3.034 -2.833 1.245 -1.269
H 4.243 -3.102 -0.066 0.685
H 1.328 -5.985 1.170 0.597
H 0.774 -4.627 0.070 0.338
H 1.190 -4.410 1.782 -0.080
H 3.556 -5.235 2.323 -0.237
H 4.772 -4.769 1.117 0.777
H 3.579 -7.535 1.553 0.291
H 5.139 -7.020 0.713 0.386
H 2.430 -7.624 -0.411 0.408
H 3.813 -7.593 -1.226 0.453
H 2.127 -5.437 -1.459 0.351
H 3.902 -5.084 -1.432 0.515
C 1.867 -0.964 3.982 -0.365
C 2.320 0.060 2.893 0.798
C 1.517 1.394 3.115 -0.937
N 1.906 2.503 1.985 0.784
C 1.308 1.948 0.703 -1.388
C 1.403 3.901 2.399 -0.632
C 2.231 4.884 1.607 -0.368
C 3.478 4.123 1.203 -0.769
C 3.405 2.743 1.755 -0.311
H 2.476 -1.867 4.031 -0.008
H 0.912 -1.443 3.769 0.702
H 1.891 -0.490 4.963 0.393
H 2.081 -0.250 1.875 -1.039
H 3.389 0.261 2.967 0.822
H 1.904 1.835 4.033 0.611
H 0.435 1.275 3.157 0.243
H 1.613 0.951 0.385 0.101
H 1.519 2.775 0.025 0.234
H 0.266 2.227 0.862 -1.193
H 0.317 3.955 2.482 0.489
H 1.717 4.092 3.425 0.773
H 1.650 5.211 0.745 0.085
H 2.336 5.738 2.277 0.598
H 3.642 4.158 0.126 0.347
H 4.423 4.554 1.534 0.530
H 3.787 1.983 1.074 0.157
H 3.946 2.664 2.698 0.692



20
Properties=species:S:1:pos:R:3:mulliken_charge:R:1 method="wB97M-V/def2-TZVPD" homo_lumo_gap_ev=7.902 smiles=Cn1nc2ccccc2c1NBr e_homo_ev=-7.856 charge=0 de_lowest_ev=0.1300
C 2.081 -1.043 1.942 -0.811
N 1.122 -0.610 0.967 1.021
N 0.826 -1.394 0.039 -1.188
C -0.106 -0.823 -0.752 0.392
C -0.662 -1.263 -1.973 -0.555
C -1.463 -0.402 -2.643 -0.430
C -1.821 0.879 -2.165 -0.670
C -1.438 1.252 -0.925 -0.627
C -0.471 0.462 -0.220 0.802
C 0.323 0.549 0.926 -0.186
N 0.701 1.615 1.928 -0.526
Br 0.308 1.084 3.689 -0.069
H 3.001 -0.419 1.908 0.269
H 1.652 -0.961 2.858 0.315
H 2.347 -2.080 1.802 0.345
H -0.285 -2.217 -2.359 0.363
H -1.797 -0.648 -3.550 0.493
H -2.701 1.368 -2.583 0.322
H -1.803 2.193 -0.629 0.394
H 0.189 2.460 1.741 0.347



38
Properties=species:S:1:pos:R:3:mulliken_charge:R:1 method="wB97M-V/def2-TZVPD" homo_lumo_gap_ev=4.651 e_homo_ev=-18.833 charge=+3 de_lowest_ev=1.1307
I 0.362 -0.936 -4.128 0.197
I -0.442 1.613 -3.053 0.164
Ti 0.015 -0.158 0.263 -0.078
P -2.402 -0.157 -0.147 1.057
C -3.399 1.346 0.298 -1.170
C -3.009 -0.675 -1.818 -0.914
H -4.099 -0.770 -1.875 0.409
H -4.153 -1.481 0.944 0.445
H -2.527 -1.631 -2.057 0.390
H -2.581 -2.365 0.813 0.425
H -3.165 2.163 -0.390 0.395
H -2.705 0.083 -2.550 0.216
C -3.065 -1.407 1.039 -1.065
H -4.486 1.183 0.276 0.433
H -2.834 -1.081 2.059 0.255
H -3.128 1.630 1.320 0.427
P 2.452 -0.123 -0.159 1.025
C 3.308 1.443 0.336 -1.127
C 3.200 -1.324 1.021 -1.125
H 2.601 -1.563 -2.078 0.352
H 4.150 -0.660 -1.894 0.423
H 2.733 0.159 -2.570 0.327
C 3.058 -0.594 -1.844 -0.964
H 2.707 -2.289 0.850 0.413
H 4.280 -1.393 0.839 0.452
H 4.402 1.343 0.380 0.435
H 2.958 1.680 1.346 0.348
H 3.033 -0.976 2.049 0.356
H 3.043 2.257 -0.349 0.411
C -0.125 1.924 0.176 0.420
O -0.150 3.095 0.092 -0.104
Cl 0.928 0.057 5.933 -0.016
C 0.294 -0.754 4.507 0.692
Cl 1.107 -2.321 4.261 -0.076
Cl -1.485 -0.796 4.598 -0.096
C 0.497 -0.041 3.057 0.105
O 1.133 0.987 2.856 -0.443
O -0.094 -0.759 2.134 -0.396



18
Properties=species:S:1:pos:R:3:mulliken_charge:R:1 method="wB97M-V/def2-TZVPD" homo_lumo_gap_ev=9.576 smiles="C=C(C)N.NOC=O" e_homo_ev=-8.677 charge=0 de_lowest_ev=3.8745
C -2.441 -0.282 -1.270 -1.089
C -1.235 -0.420 -0.725 0.803
C -1.000 -1.072 0.602 -1.133
N -0.066 0.273 -1.273 -0.444
H -3.332 -0.558 -0.737 0.266
H -2.591 0.277 -2.179 0.256
H -1.877 -1.635 0.912 0.392
H -0.141 -1.743 0.554 0.350
H -0.793 -0.307 1.352 0.165
H 0.606 -0.502 -1.254 0.281
H -0.264 0.725 -2.153 0.211
N 2.308 -0.380 1.322 -0.403
O 2.315 0.525 0.219 -0.227
C 1.388 1.498 0.268 0.273
O 0.732 1.766 1.242 -0.558
H 1.614 -0.009 1.977 0.248
H 3.232 -0.312 1.744 0.254
H 1.546 2.157 -0.601 0.355



24
Properties=species:S:1:pos:R:3:mulliken_charge:R:1 method="wB97M-V/def2-TZVPD" homo_lumo_gap_ev=8.852 smiles=c1ccccc1.c1ccccc1 e_homo_ev=-8.011 charge=0 de_lowest_ev=4.4092
C 0.679 -1.018 0.886 -0.310
C 1.526 -1.320 -0.098 -0.569
C 2.350 -0.356 -0.609 -0.370
C 2.455 0.974 -0.250 -0.744
C 1.546 1.250 0.874 -0.396
C 0.605 0.285 1.259 -0.510
H 0.212 -1.781 1.434 0.600
H 1.874 -2.284 -0.373 0.369
H 2.961 -0.827 -1.291 0.457
H 2.851 1.870 -0.672 0.428
H 1.462 2.204 1.438 0.346
H -0.238 0.378 1.851 0.583
C -2.227 -0.998 0.145 -0.349
C -1.043 -1.258 -0.531 -0.475
C -0.455 -0.202 -1.161 -0.335
C -0.864 1.161 -0.941 -0.721
C -2.057 1.346 -0.240 -0.417
C -2.689 0.258 0.358 -0.595
H -2.647 -1.817 0.686 0.385
H -0.426 -2.149 -0.486 0.641
H 0.493 -0.329 -1.668 0.773
H -0.368 1.975 -1.544 0.359
H -2.459 2.278 -0.080 0.472
H -3.541 0.363 1.016 0.379



12
Properties=species:S:1:pos:R:3:mulliken_charge:R:1 method="wB97M-V/def2-TZVPD" homo_lumo_gap_ev=8.891 e_homo_ev=-8.116 charge=0 de_lowest_ev=4.0551
C 0.153 -1.046 -0.583 -0.663
C 0.411 1.096 -0.423 -0.186
O 0.762 1.308 0.880 -0.443
O -0.773 1.611 -0.698 -0.464
P -1.032 -1.036 0.779 -0.086
H 1.196 -1.451 -0.656 0.380
H -0.451 -0.876 -1.520 0.330
H 1.039 1.375 -1.289 0.335
H 1.527 0.893 1.075 0.338
H -1.472 1.432 0.086 0.407
H 0.018 -0.923 1.690 0.003
H -1.377 -2.384 0.658 0.050



83
Properties=species:S:1:pos:R:3:mulliken_charge:R:1 method="wB97M-V/def2-TZVPD" homo_lumo_gap_ev="4.937 / 6.397" e_homo_ev="-2.570 / -4.030" charge=-1 de_lowest_ev=0.0000 multiplicity=3
O -1.950 -3.006 -1.394 -0.419
C -1.428 -3.922 -2.039 -0.066
C -2.176 -4.666 -3.081 0.641
C -3.337 -4.071 -3.612 -0.362
H -3.613 -3.073 -3.281 0.398
C -4.111 -4.773 -4.536 -0.528
H -5.011 -4.312 -4.942 0.369
C -3.748 -6.083 -4.900 -0.409
H -4.394 -6.664 -5.552 0.353
C -2.591 -6.668 -4.359 -0.459
H -2.330 -7.691 -4.625 0.358
C -1.800 -5.961 -3.454 -0.480
H -0.900 -6.390 -3.016 0.386
H -0.372 -4.246 -1.861 0.237
C -1.308 -2.629 1.310 -0.723
C -0.132 -1.794 1.565 0.419
H -1.403 -3.438 2.041 0.487
H -1.198 -3.054 0.302 -0.051
H -2.203 -1.998 1.255 0.217
C 0.911 -1.952 2.380 0.031
C 0.891 -2.857 3.583 -1.351
H 1.807 -1.372 2.187 0.047
H 0.263 -3.741 3.407 0.388
H 0.511 -2.332 4.473 0.173
H 1.909 -3.199 3.802 0.368
Pd -0.188 0.004 0.538 0.237
Cl -2.446 0.733 0.046 -0.693
Cl 0.701 -1.177 -1.325 -0.766
H -1.705 -0.307 -4.486 0.334
H -3.533 1.713 -4.085 0.344
C -1.637 -0.173 -3.394 -0.957
C -3.116 1.775 -3.069 -0.933
N -1.771 1.214 -3.043 0.514
H -0.668 -0.544 -3.029 -0.066
C -0.675 2.003 -2.885 -0.088
O 0.503 1.624 -2.861 -0.588
H -3.062 2.824 -2.753 0.270
H -0.958 3.077 -2.807 0.268
H -2.431 -0.753 -2.913 0.461
H -3.762 1.215 -2.380 0.273
H 6.125 0.700 -0.141 0.289
H 5.195 0.182 -2.864 0.326
C 5.430 -0.129 0.041 -0.921
C 4.671 -0.588 -2.280 -1.021
N 4.359 -0.138 -0.939 0.261
H 4.997 -0.025 1.037 0.205
C 3.149 0.355 -0.635 -0.061
O 2.767 0.597 0.523 -0.408
H 3.744 -0.844 -2.800 0.309
H 2.483 0.481 -1.504 0.258
H 5.985 -1.070 -0.039 0.328
H 5.321 -1.467 -2.229 0.327
C -1.458 0.730 3.702 -1.327
C -1.144 2.095 3.086 0.806
C -0.823 3.113 4.185 -1.643
P 0.120 1.948 1.733 0.365
C -0.296 3.311 0.547 1.568
C -0.889 4.578 1.157 -1.748
C 0.892 3.647 -0.354 -1.411
C 1.752 2.426 2.475 1.206
C 1.979 3.901 2.806 -1.867
C 2.171 1.505 3.619 -1.326
H -0.598 0.308 4.236 0.180
H -1.787 0.018 2.935 0.050
H -2.273 0.858 4.430 0.521
H -2.053 2.416 2.547 0.649
H 0.038 2.799 4.786 0.244
H -0.657 4.126 3.805 0.244
H -1.682 3.164 4.866 0.503
H -1.086 2.820 -0.060 -0.291
H -0.189 5.069 1.844 0.195
H -1.087 5.281 0.338 0.519
H -1.840 4.410 1.671 0.340
H 1.187 2.800 -0.981 -0.034
H 0.605 4.459 -1.034 0.503
H 1.765 3.979 0.217 0.324
H 2.430 2.204 1.638 0.112
H 1.458 4.218 3.715 0.254
H 3.053 4.034 2.994 0.494
H 1.726 4.576 1.990 0.343
H 2.369 0.494 3.251 0.037
H 3.108 1.880 4.052 0.546
H 1.443 1.441 4.431 0.120



59
Properties=species:S:1:pos:R:3:mulliken_charge:R:1 method="wB97M-V/def2-TZVPD" homo_lumo_gap_ev=7.535 e_homo_ev=-11.701 charge=+1
C -3.486 1.337 2.172 -0.733
C -3.899 2.639 1.429 -0.709
C -3.177 2.725 0.046 -0.694
C -1.626 2.833 0.237 -0.904
C -0.818 1.736 -0.545 -0.309
C 0.514 1.499 0.237 -1.490
N 1.259 0.257 -0.145 1.341
C 1.468 0.343 -1.658 -1.222
C 2.589 -0.627 -2.166 -0.354
C 2.278 -1.053 -3.636 -0.988
C 1.420 -2.359 -3.705 -0.357
C 2.258 -3.617 -3.316 -0.618
N 1.478 -4.867 -3.272 -0.629
C 0.522 -1.032 0.107 -0.877
C -0.508 -1.000 1.270 0.333
C -1.017 -2.467 1.456 -1.157
C -1.980 -2.819 0.307 0.657
O -2.383 -2.010 -0.478 -0.529
O -2.347 -4.109 0.159 -0.495
N 2.608 0.223 0.376 -0.887
C 2.653 0.171 1.608 0.516
S 2.798 0.493 3.125 -0.184
H -2.450 1.371 2.558 0.192
H -3.633 0.435 1.541 0.139
H -4.146 1.209 3.055 0.406
H -3.655 3.522 2.050 0.304
H -4.998 2.644 1.293 0.367
H -3.428 1.877 -0.615 0.379
H -3.523 3.664 -0.430 0.328
H -1.269 3.806 -0.156 0.498
H -1.397 2.835 1.318 0.351
H -0.538 2.207 -1.506 0.503
H -1.410 0.815 -0.704 0.484
H 1.182 2.346 -0.016 0.522
H 0.302 1.593 1.315 0.576
H 0.556 0.090 -2.220 0.571
H 1.752 1.373 -1.933 0.503
H 3.525 -0.045 -2.184 0.428
H 2.669 -1.534 -1.546 0.214
H 3.226 -1.289 -4.154 0.426
H 1.791 -0.244 -4.212 0.371
H 0.515 -2.310 -3.060 0.165
H 1.057 -2.531 -4.738 0.388
H 2.729 -3.497 -2.323 0.337
H 3.034 -3.742 -4.098 0.299
H 0.889 -4.893 -2.441 0.225
H 0.845 -4.851 -4.071 0.266
H -0.017 -1.404 -0.784 0.214
H 1.245 -1.836 0.349 0.350
H -1.400 -0.400 1.031 -0.356
H -0.073 -0.620 2.211 0.637
H -0.160 -3.163 1.345 0.388
H -1.510 -2.598 2.436 0.456
H -2.904 -4.133 -0.641 0.370
C 2.118 4.205 5.547 0.341
Cl 0.429 4.155 5.015 -0.083
Cl 2.254 5.211 6.990 -0.079
Cl 2.665 2.560 5.920 -0.096
Cl 3.124 4.879 4.255 -0.094